Record 1
# C38H82O10S5

A cluster of 8 separate species, C38H82O10S5 in total (wB97M-V/def2-TZVPD, the Open Molecules 2025 dataset).

Last column: Mulliken charge in e.
Geometry (Å):
O 5.397 -0.731 -4.903  -0.62
S 6.073 -1.241 -3.727  1.13
O 7.162 -2.206 -3.790  -0.67
C 6.515 0.147 -2.655  -0.66
C 5.996 -0.184 -1.254  -0.70
C 4.666 -0.910 -1.463  0.12
C 4.811 -1.953 -2.591  -0.79
H 5.829 0.921 -3.012  0.15
H 7.557 0.383 -2.852  0.53
H 6.691 -0.831 -0.715  0.42
H 5.888 0.737 -0.683  0.21
H 3.883 -0.254 -1.846  -0.25
H 4.457 -1.315 -0.473  0.49
H 3.889 -2.029 -3.163  0.27
H 5.140 -2.955 -2.330  0.38
O 1.780 2.979 -2.174  -0.50
S 2.289 3.784 -1.076  1.04
O 1.430 4.265 -0.006  -0.54
C 3.643 2.733 -0.320  -0.05
C 4.947 3.395 -0.752  -0.55
C 4.672 4.918 -0.872  -0.78
C 3.478 4.983 -1.750  -0.84
H 3.496 1.684 -0.569  -0.19
H 3.414 2.791 0.748  0.38
H 5.853 3.296 -0.144  0.45
H 5.333 2.926 -1.665  0.10
H 5.554 5.399 -1.292  0.41
H 4.568 5.251 0.161  0.31
H 3.673 4.647 -2.766  0.36
H 2.990 5.961 -1.776  0.46
O -1.406 5.224 5.673  -0.67
S -2.444 5.212 4.662  1.16
O -3.756 4.952 5.213  -0.69
C -2.373 6.767 3.652  -0.75
C -2.186 6.271 2.191  -0.77
C -1.339 4.998 2.306  -0.27
C -2.063 4.085 3.276  0.21
H -1.468 7.345 3.813  0.35
H -3.325 7.274 3.765  0.44
H -3.154 6.143 1.706  0.29
H -1.646 6.996 1.581  0.40
H -0.379 5.220 2.780  0.31
H -1.172 4.514 1.345  0.09
H -1.546 3.184 3.602  -0.41
H -3.019 3.713 2.895  0.32
O -0.819 -0.658 8.866  -0.62
S -1.382 -1.995 8.796  1.08
O -2.803 -2.129 8.628  -0.67
C -0.375 -2.862 7.526  -0.25
C 0.885 -3.156 8.295  -0.61
C 0.474 -3.768 9.646  -0.57
C -0.729 -2.972 10.175  -0.64
H -0.286 -2.088 6.768  -0.05
H -0.931 -3.765 7.275  0.32
H 1.584 -3.828 7.794  0.38
H 1.475 -2.259 8.495  0.32
H 1.303 -3.720 10.347  0.30
H 0.117 -4.784 9.482  0.30
H -0.668 -2.397 11.096  0.40
H -1.613 -3.595 10.351  0.30
O -4.712 3.399 0.992  -0.61
S -4.363 2.645 -0.207  1.13
O -5.138 1.448 -0.521  -0.73
C -4.511 3.701 -1.656  -0.88
C -3.123 4.184 -2.000  -0.67
C -2.204 2.994 -1.654  -0.25
C -2.567 2.281 -0.347  0.41
H -5.444 4.257 -1.548  0.47
H -4.858 3.005 -2.430  0.38
H -2.927 4.480 -3.027  0.42
H -2.930 5.055 -1.366  0.26
H -1.169 3.335 -1.532  -0.08
H -2.045 2.321 -2.499  0.38
H -2.145 2.746 0.543  -0.36
H -2.503 1.202 -0.243  -0.12
C 0.802 -0.690 -0.797  -0.22
C -0.037 -0.559 0.519  0.54
C 0.756 0.205 1.590  -0.10
C 0.010 0.158 2.946  -0.63
C 0.765 0.916 4.057  -0.55
C -0.147 1.107 5.296  -0.66
H 1.720 -1.245 -0.625  0.27
H 0.945 0.344 -1.111  -0.15
H 0.136 -1.207 -1.488  -0.01
H -0.909 0.031 0.233  -0.83
H -0.343 -1.543 0.867  0.54
H 1.029 1.238 1.373  -0.02
H 1.697 -0.316 1.812  0.26
H -0.892 0.775 2.831  0.09
H -0.315 -0.833 3.253  0.42
H 1.559 0.265 4.444  0.47
H 1.268 1.830 3.744  0.33
H -0.406 0.165 5.773  -0.14
H 0.454 1.699 5.989  0.39
H -1.058 1.666 5.083  0.15
C -4.208 -7.978 -3.204  -1.24
C -4.080 -6.470 -3.077  -0.43
C -2.755 -5.867 -2.616  -1.02
C -2.636 -4.335 -2.737  0.12
C -3.285 -3.526 -1.631  -0.71
C -2.929 -2.047 -1.608  -0.70
H -4.273 -8.387 -4.215  0.30
H -5.117 -8.283 -2.687  0.32
H -3.321 -8.493 -2.824  0.35
H -4.432 -5.997 -4.007  0.38
H -4.861 -6.005 -2.457  0.36
H -1.994 -6.368 -3.222  0.35
H -2.555 -6.075 -1.560  0.38
H -1.546 -4.229 -2.696  0.09
H -2.983 -3.984 -3.713  0.26
H -4.372 -3.626 -1.693  0.35
H -3.002 -3.956 -0.664  0.29
H -2.047 -1.817 -1.011  -0.16
H -2.888 -1.562 -2.585  0.35
H -3.742 -1.551 -1.066  0.41
C 1.478 0.996 -4.834  -0.48
C 1.118 0.050 -5.957  -0.84
C -0.040 -0.938 -5.684  -0.06
C 0.256 -2.416 -6.006  -0.61
C -0.654 -3.385 -5.233  -0.06
C -0.799 -4.788 -5.873  -1.33
H 1.179 0.635 -3.842  -0.19
H 0.942 1.947 -4.908  0.26
H 2.533 1.195 -4.639  0.29
H 0.946 0.537 -6.931  0.42
H 2.033 -0.403 -6.375  0.43
H -0.936 -0.490 -6.106  0.43
H -0.059 -0.900 -4.587  -0.20
H -0.025 -2.511 -7.060  0.25
H 1.299 -2.587 -5.756  0.34
H -0.199 -3.428 -4.241  0.15
H -1.709 -3.112 -5.183  0.25
H 0.093 -5.386 -6.043  0.35
H -1.496 -5.349 -5.243  0.18
H -1.357 -4.678 -6.807  0.38

SMILES ... O=S1(=O)CCCC1.O=S1(=O)CCCC1.O=S1(=O)CCCC1.O=S1(=O)CCCC1.O=S1(=O)CCCC1.CCCCCC.CCCCCC.CCCCCC
HOMO level ... -10.1 eV
Spin multiplicity ... 1


Record 2
# C38H92Cl6O9

A cluster of 11 separate species, C38H92Cl6O9 in total (wB97M-V/def2-TZVPD, the Open Molecules 2025 dataset).

Last column: Mulliken charge in e.
Geometry (Å):
Cl -0.575 0.534 -7.624  -0.11
C -0.068 1.879 -8.568  0.06
Cl -0.729 1.795 -10.205  -0.12
Cl 1.727 1.952 -8.553  -0.12
H -0.504 2.694 -7.990  0.29
Cl -4.231 -1.622 4.257  -0.13
C -3.395 -1.501 5.844  0.15
Cl -4.488 -0.915 7.130  -0.13
Cl -1.854 -0.611 5.636  -0.10
H -3.218 -2.505 6.230  0.21
C 3.461 2.049 0.663  -1.14
C 3.857 1.946 -0.841  -0.22
O 4.520 0.708 -1.047  -0.32
C 4.843 0.271 -2.357  -0.41
C 3.668 -0.455 -3.017  -0.94
H 4.339 2.249 1.277  0.32
H 2.682 2.805 0.763  0.34
H 3.025 1.119 1.027  0.27
H 3.036 2.184 -1.518  0.30
H 4.534 2.768 -1.074  0.31
H 5.147 1.070 -3.033  0.32
H 5.644 -0.467 -2.314  0.30
H 3.932 -0.641 -4.058  0.38
H 2.824 0.235 -3.037  0.25
H 3.521 -1.418 -2.528  0.24
C 6.862 -9.754 0.208  -1.15
C 5.365 -9.757 0.439  -0.17
O 4.717 -8.646 -0.158  -0.30
C 3.309 -8.553 0.116  -0.28
C 2.841 -7.338 -0.632  -1.15
H 7.284 -10.720 0.484  0.36
H 7.090 -9.512 -0.830  0.31
H 7.433 -9.084 0.851  0.29
H 4.823 -10.634 0.085  0.31
H 5.306 -9.573 1.512  0.21
H 2.739 -9.443 -0.152  0.31
H 3.101 -8.468 1.182  0.31
H 3.137 -7.435 -1.677  0.31
H 3.088 -6.373 -0.189  0.27
H 1.752 -7.342 -0.693  0.38
C -10.068 9.336 -1.189  -1.08
C -9.270 8.041 -1.374  -0.28
O -8.214 8.318 -2.246  -0.25
C -7.474 7.187 -2.607  -0.28
C -6.256 7.880 -3.433  -1.10
H -10.508 9.474 -0.201  0.31
H -9.528 10.269 -1.351  0.32
H -10.822 9.340 -1.976  0.27
H -8.978 7.680 -0.387  0.30
H -9.968 7.340 -1.831  0.28
H -7.108 6.762 -1.672  0.30
H -7.967 6.424 -3.210  0.29
H -5.836 8.793 -3.011  0.31
H -6.716 8.173 -4.376  0.27
H -5.348 7.310 -3.630  0.36
C -0.346 -0.881 -0.032  -1.12
C -1.433 0.156 -0.125  -0.14
O -1.245 0.909 -1.322  -0.24
C -2.440 1.531 -1.755  -0.19
C -1.908 2.571 -2.768  -1.20
H 0.663 -0.472 0.024  0.08
H -0.377 -1.717 0.667  0.40
H -0.145 -1.399 -0.970  0.33
H -2.413 -0.316 -0.200  0.33
H -1.370 0.694 0.821  0.24
H -3.071 0.860 -2.338  0.22
H -2.993 1.906 -0.894  0.36
H -1.438 3.357 -2.178  0.29
H -2.698 2.919 -3.433  0.36
H -1.089 2.284 -3.427  0.29
C 2.126 6.059 5.242  -1.23
C 2.561 6.918 4.128  -0.16
O 1.416 7.099 3.378  -0.29
C 1.552 7.965 2.297  -0.26
C 0.262 8.084 1.508  -1.23
H 3.041 5.842 5.793  0.39
H 1.311 6.380 5.891  0.29
H 1.841 5.078 4.863  0.31
H 2.810 7.892 4.549  0.26
H 3.390 6.572 3.511  0.32
H 1.753 8.964 2.685  0.31
H 2.253 7.456 1.635  0.30
H 0.340 8.901 0.790  0.35
H -0.511 8.337 2.234  0.32
H 0.086 7.081 1.119  0.31
C 5.374 -6.817 6.811  -1.22
C 6.011 -5.921 5.812  -0.13
O 5.185 -4.763 5.745  -0.29
C 5.583 -3.771 4.759  -0.25
C 4.605 -2.573 4.749  -1.10
H 4.386 -7.060 6.422  0.30
H 5.744 -7.842 6.802  0.41
H 5.397 -6.547 7.867  0.30
H 7.011 -5.579 6.079  0.29
H 6.076 -6.433 4.852  0.23
H 6.550 -3.359 5.048  0.27
H 5.518 -4.243 3.779  0.28
H 4.201 -2.392 5.745  0.31
H 3.791 -2.823 4.068  0.27
H 5.033 -1.690 4.274  0.35
C 6.528 7.879 -2.661  -1.10
C 5.063 8.210 -2.871  -0.20
O 4.506 7.229 -3.706  -0.29
C 3.099 7.438 -3.886  -0.14
C 2.737 6.679 -5.153  -1.30
H 7.102 8.363 -3.452  0.27
H 6.906 8.215 -1.696  0.34
H 6.632 6.795 -2.701  0.30
H 4.499 8.248 -1.939  0.24
H 4.989 9.219 -3.275  0.30
H 2.528 7.063 -3.037  0.28
H 2.801 8.468 -4.080  0.28
H 1.703 6.751 -5.488  0.38
H 3.031 5.637 -5.276  0.33
H 3.310 7.089 -5.984  0.32
C -5.719 -7.384 6.632  -1.22
C -4.964 -7.054 5.326  -0.18
O -3.522 -7.139 5.572  -0.33
C -2.809 -6.947 4.350  -0.08
C -1.470 -6.511 4.824  -1.21
H -5.363 -8.313 7.079  0.30
H -5.598 -6.625 7.405  0.30
H -6.805 -7.460 6.673  0.39
H -5.211 -7.746 4.520  0.29
H -5.215 -6.063 4.949  0.28
H -2.603 -7.935 3.938  0.24
H -3.267 -6.171 3.735  0.30
H -1.491 -5.496 5.222  0.24
H -0.817 -6.554 3.952  0.37
H -0.985 -7.094 5.607  0.32
C -7.517 -4.713 -4.817  -1.22
C -6.273 -3.888 -4.933  -0.15
O -5.284 -4.864 -4.999  -0.30
C -3.999 -4.553 -5.341  -0.37
C -3.169 -3.876 -4.196  -1.05
H -7.548 -5.042 -3.778  0.29
H -8.421 -4.136 -5.013  0.38
H -7.544 -5.522 -5.545  0.30
H -6.424 -3.365 -5.878  0.29
H -6.079 -3.274 -4.054  0.28
H -3.396 -5.435 -5.557  0.27
H -4.004 -4.007 -6.284  0.34
H -3.204 -4.513 -3.312  0.28
H -3.494 -2.847 -4.038  0.28
H -2.115 -3.792 -4.461  0.40

SMILES ... ClC(Cl)Cl.ClC(Cl)Cl.CCOCC.CCOCC.CCOCC.CCOCC.CCOCC.CCOCC.CCOCC.CCOCC.CCOCC
HOMO level ... -9.4 eV
Spin multiplicity ... 1


| no. | LUMO (eV) | HOMO-LUMO gap (eV) |
| --- | --- | --- |
| 1 | -0.01 | 10.04 |
| 2 | 0.21 | 9.64 |